A 15-piece molecular cluster, C60H131F9N15O28 overall in a non-equilibrium geometry, computed with ωB97M-V/def2-TZVPD.

Positions of all 243 atoms, in Å:
1 F -7.7014 3.1883 1.4747
2 F -7.8892 2.6168 3.6000
3 F -0.9470 1.0739 -7.1197
4 F 3.9291 3.9048 4.0754
5 F -1.0483 1.2620 -4.8752
6 F 4.0413 5.8406 4.9960
7 F 0.7079 1.8758 -5.9976
8 F 2.1985 5.1372 4.0745
9 F -6.0675 3.2273 2.8489
10 O 1.1971 -0.6444 -6.7629
11 O -3.0517 -2.6789 2.5976
12 O 0.9341 0.3049 1.6984
13 O -1.0111 2.4460 -1.3373
14 O -0.9606 -1.4567 -6.1969
15 O 1.2101 -5.6773 -3.8760
16 O 3.0367 5.2591 1.5833
17 O 2.2178 -5.2463 3.4871
18 O -3.1686 2.9401 -1.2580
19 O -5.6888 0.7814 1.4886
20 O -6.9709 3.1350 -3.6855
21 O 5.3446 -2.4131 4.4088
22 O -1.7857 4.2212 -2.3468
23 O 0.2743 -4.8274 6.1516
24 O 6.6242 -2.1609 6.1446
25 O 10.4070 0.3406 3.2317
26 O -1.0552 -1.8360 2.6016
27 O 6.9278 0.8532 1.3789
28 O -7.9327 0.3909 1.6650
29 O -1.7424 -1.8450 -0.8358
30 O 3.6958 -5.5017 -7.9680
31 O 4.7529 -3.2828 6.3189
32 O -2.8531 3.6254 3.2289
33 O -5.2883 -0.2838 -3.1676
34 O -2.3103 1.6558 3.8434
35 O 5.1526 5.0238 2.3030
36 O -2.0177 3.2692 5.1875
37 O -1.7126 -3.0732 4.2820
38 N -3.7768 -4.8506 -1.2196
39 N -2.4679 0.2424 1.5662
40 N -3.3575 -5.3710 0.8775
41 N 2.8993 -4.2621 -5.5883
42 N -1.9972 3.1985 -1.6540
43 N -1.9505 -2.5169 3.1920
44 N -2.1180 5.8699 1.3443
45 N 7.3578 -1.2577 3.3280
46 N 1.0064 -3.0081 4.4639
47 N 5.5854 -2.6498 5.6619
48 N -2.3848 2.8753 4.1109
49 N 2.0456 4.5802 -1.1407
50 N -6.1132 1.6474 -1.4804
51 N 1.1855 5.7016 -2.7664
52 N -0.8307 5.9160 3.0557
53 C 6.1730 2.0189 1.7234
54 C -2.6135 -5.7817 2.0730
55 C -0.3499 6.1981 4.4133
56 C -0.1892 0.9808 2.3143
57 C -6.3426 -0.5944 -2.3121
58 C 0.0438 -6.1533 6.5205
59 C 2.6898 5.8448 -1.1239
60 C 2.0938 6.5323 -2.1163
61 C -5.7834 0.1794 -4.4665
62 C 3.5255 2.5087 -0.8733
63 C 1.2045 4.5126 -2.1878
64 C 7.5389 5.3607 2.3576
65 C -0.1448 5.3575 2.0252
66 C 0.1801 6.0775 -3.8008
67 C -9.6381 -1.0313 1.6632
68 C 0.1158 -0.5646 -5.8561
69 C -6.5017 3.0139 -1.3267
70 C -6.1999 3.8160 -2.6222
71 C 6.2285 5.8821 1.8725
72 C 1.4603 -2.9456 5.8902
73 C -9.1507 0.1243 2.5017
74 C 4.9090 -6.1137 -8.2156
75 C 3.8796 5.6313 2.5509
76 C -2.5105 -0.6596 -0.9639
77 C 1.5603 -4.3018 6.5614
78 C -4.6319 -5.7729 0.6123
79 C -3.3575 5.7448 0.5770
80 C -3.1987 -2.2237 -5.8638
81 C 1.9990 -2.8781 3.2920
82 C 3.5470 5.1420 3.9744
83 C 4.0621 -3.8040 -6.2570
84 C 3.8939 -4.1515 -7.7212
85 C -6.8167 3.6730 -4.9908
86 C -7.1050 0.6744 -1.8852
87 C -1.2806 1.2017 1.2908
88 C 3.3015 -6.0839 3.2197
89 C 8.9031 -1.5235 3.7638
90 C 2.8184 -3.8428 -4.2085
91 C 1.9762 -4.2130 2.5572
92 C -7.1483 2.5018 2.5586
93 C -4.2922 6.8701 0.7686
94 C -0.2681 0.8950 -5.9606
95 C -4.9221 -5.3646 -0.7281
96 C -3.6445 -5.3820 -3.6908
97 C -1.9550 -1.7016 -5.1534
98 C 10.0388 -1.0025 2.9103
99 C 0.3525 -6.1281 -4.9252
100 C 1.4585 -4.2935 -3.7125
101 C 11.2773 1.0662 2.3868
102 C -0.9317 5.2941 0.9349
103 C 6.1771 -0.3814 1.2795
104 C 2.1749 0.6838 2.3109
105 C 7.0990 -1.4339 1.9137
106 C -2.8528 -4.7885 -0.2265
107 C 2.3720 3.3664 -0.3141
108 C -3.2188 -0.1806 0.3548
109 C -0.3595 -1.7816 -0.7844
110 C -6.8240 1.0148 2.2858
111 C -2.0647 6.1507 2.6612
112 C -3.4955 -4.3309 -2.6017
113 H 0.9404 5.2113 2.1209
114 H 2.0730 0.7978 3.3917
115 H 5.6750 -6.1211 -7.4071
116 H -8.7331 -1.6305 1.6785
117 H -4.6817 -5.5770 -3.8441
118 H 3.3916 2.5176 -1.9797
119 H -9.8706 -0.7114 0.6723
120 H -0.9092 1.0518 0.2960
121 H -9.7085 1.0823 2.5597
122 H -4.2267 -3.5345 -2.7899
123 H 5.3320 -5.5906 -9.1510
124 H 0.0698 -1.1977 0.0505
125 H 0.3708 7.1116 -4.0891
126 H 2.3330 -5.0388 6.3034
127 H -5.8461 -5.3063 -1.2656
128 H -5.2572 1.5938 -2.0455
129 H 2.1867 7.5130 -2.5546
130 H -5.2663 -6.2684 1.3548
131 H -10.3984 -1.5000 2.2595
132 H 2.4594 1.7056 2.0155
133 H 6.6337 -1.8505 3.9178
134 H 12.1270 0.4676 2.0576
135 H -3.7601 7.7988 0.6723
136 H -0.9960 -6.3196 6.3086
137 H 4.0404 6.7522 2.6540
138 H 0.4096 6.9813 4.4306
139 H 4.1924 -5.4808 2.9349
140 H -0.5787 -5.5260 -4.9774
141 H 11.6389 1.9218 2.9164
142 H -2.1727 -0.7397 -4.6797
143 H 7.8034 4.3690 2.0356
144 H -4.8201 6.9516 1.7491
145 H -0.7640 4.9840 -0.1023
146 H -1.2858 6.4393 4.9406
147 H -0.5135 0.4764 3.2056
148 H 1.0302 -4.4735 2.1507
149 H 2.5651 3.7358 0.6932
150 H -6.3345 -0.6287 -4.9486
151 H 1.5900 -2.0372 2.6754
152 H -6.0600 3.4445 -0.4235
153 H 0.2121 -6.4404 7.5622
154 H -5.9603 -0.9675 -1.3000
155 H 7.7703 5.4337 3.4339
156 H 0.7019 -3.8012 -4.3933
157 H -6.4062 1.0870 -4.4380
158 H 4.4726 2.9808 -0.6401
159 H -7.7669 0.4110 -1.0488
160 H -1.8162 -4.3706 -0.3755
161 H 0.5794 -2.6295 6.4946
162 H 8.1820 6.0333 1.7979
163 H -7.8132 0.9743 -2.6601
164 H 0.7620 -6.0385 -5.9615
165 H 3.4266 6.1446 -0.4240
166 H -7.5797 2.9819 -1.1051
167 H -1.9121 0.1179 -1.3941
168 H -7.3593 3.0132 -5.6658
169 H -3.5990 -1.5180 -6.5870
170 H -3.8229 -1.0049 0.7526
171 H 6.7477 -2.4833 1.8877
172 H 2.8832 -2.7403 -4.1891
173 H 5.0234 -4.1090 -5.7631
174 H 3.4861 -6.5845 4.1394
175 H -0.8224 5.9880 -3.3813
176 H -5.9488 0.9389 0.4866
177 H 8.9782 -1.3602 4.8275
178 H 6.5778 2.8536 1.1973
179 H 2.9538 -5.3029 -5.5264
180 H 7.1816 -0.2645 3.6350
181 H 1.6473 -4.1254 7.6551
182 H 5.8886 -0.4974 0.2179
183 H 10.9344 -1.6185 3.2232
184 H 6.2721 2.2037 2.8105
185 H -2.4938 -3.8888 -2.5750
186 H 2.9470 -3.7345 -7.9293
187 H -1.5654 -2.3722 -4.3557
188 H -1.6966 -5.2234 2.1401
189 H -0.0028 5.2340 4.8409
190 H -3.9519 -2.3623 -5.0601
191 H 1.3835 2.7891 -0.2020
192 H -3.0828 0.7693 2.1962
193 H 8.9140 -2.6012 3.6167
194 H 9.7938 -1.0703 1.8354
195 H 5.2401 -0.3010 1.8066
196 H 0.6360 3.5998 -2.3926
197 H 0.7031 -3.9546 4.4843
198 H 0.1995 1.9614 2.6895
199 H 10.7409 1.4054 1.4919
200 H 0.0165 -2.8104 -0.7314
201 H -3.3010 -0.9192 -1.6680
202 H -2.1599 -0.5911 2.0397
203 H -3.0815 5.8577 -0.4485
204 H 0.0368 -1.5063 -1.7960
205 H -5.1306 3.7512 -2.8803
206 H 0.0904 -7.0870 -4.5228
207 H -3.6960 4.7212 0.7290
208 H 4.6666 -3.7277 -8.3257
209 H -3.3022 -5.4858 2.8328
210 H -1.7740 2.2029 1.4438
211 H 3.4362 1.5693 -0.3745
212 H 2.8641 -0.1486 2.0180
213 H 4.1615 -2.6610 -6.2334
214 H -4.8811 0.3830 -5.0050
215 H 0.1744 5.3276 -4.5940
216 H -3.0893 -6.2539 -3.4030
217 H 1.8422 -1.3951 -6.4881
218 H -5.7890 3.6912 -5.3504
219 H -7.2445 4.7228 -5.0597
220 H 3.0460 -6.7260 2.3636
221 H -6.5525 4.8657 -2.5043
222 H -3.2239 -5.0250 -4.6272
223 H -5.0708 6.8721 0.0005
224 H -3.7327 0.7203 0.0065
225 H 8.0215 -1.4113 1.3848
226 H 2.7368 -4.2413 1.7179
227 H 5.0791 1.9117 1.5447
228 H -2.7809 6.6164 3.2878
229 H 3.7057 -4.2582 -3.6126
230 H 0.5158 -6.9195 5.8273
231 H -6.9294 -1.4154 -2.7549
232 H 6.1067 6.9116 2.2512
233 H -2.9590 -3.1360 -6.4721
234 H -2.3795 -6.8353 2.0011
235 H 4.7082 -7.1469 -8.4835
236 H 6.3135 5.9536 0.7615
237 H 0.1405 -2.4942 4.3843
238 H -8.8798 -0.1928 3.5298
239 H 1.2454 -3.9708 -2.7366
240 H 2.9958 -2.7298 3.6590
241 H 2.2844 -2.2341 6.0028
242 H -6.7373 0.6593 3.2927
243 H 0.3950 -0.8152 -4.8742

As for the total charge: +1. Its total energy is -6190.5461 a.u. Its strongest force on any atom is 4.07 eV/A.

A 8-piece molecular cluster, C60H136N8O4 overall in a non-equilibrium geometry, computed with ωB97M-V/def2-TZVPD.

Positions of all 208 atoms, in Å:
1 O -14.0093 -10.4949 15.5119
2 O -22.5137 -10.7702 15.0247
3 O -23.4889 -4.4724 20.5223
4 O -21.6919 -8.4766 13.2681
5 N -24.1424 -4.0117 21.6925
6 N -21.0954 -7.1992 12.8651
7 N -18.8581 -1.8309 17.0863
8 N -19.5052 -7.7314 19.9750
9 N -21.8481 -11.1599 16.2259
10 N -14.0629 -11.9352 15.3153
11 N -15.1277 -6.3363 18.7414
12 N -15.9217 -11.9538 21.9453
13 C -24.8534 -4.5728 23.9408
14 C -12.9847 -12.6009 16.0762
15 C -16.0826 -11.9294 16.8625
16 C -16.7682 -2.1136 15.8636
17 C -24.1335 -11.9732 17.0487
18 C -25.2258 -2.3446 20.2294
19 C -21.9067 -13.6219 15.4063
20 C -15.7653 -6.0442 16.3640
21 C -23.0327 -5.9037 13.7910
22 C -19.5072 -2.8195 19.2216
23 C -23.9637 -5.0696 22.7663
24 C -13.0368 -12.3342 17.5587
25 C -19.0528 -8.8218 17.8564
26 C -20.2891 -12.8738 17.2640
27 C -26.2588 -4.1745 23.4620
28 C -21.9501 -11.5796 18.5640
29 C -24.2007 -6.5525 22.3860
30 C -20.4495 -6.5910 15.2544
31 C -20.0502 0.2591 17.3004
32 C -16.0704 -11.6137 23.3766
33 C -14.1282 -8.4891 19.6494
34 C -13.0777 -14.1079 15.7232
35 C -20.9856 -7.6746 19.7638
36 C -15.1575 -5.4394 17.5981
37 C -26.3173 -4.5774 20.4721
38 C -19.9069 -2.5848 17.7393
39 C -21.5248 -5.0557 11.9555
40 C -15.5541 -4.5089 20.3042
41 C -23.1465 -6.8255 11.4610
42 C -17.8561 -7.4521 21.6869
43 C -20.2883 -4.4662 12.6495
44 C -15.0596 -13.6303 20.4270
45 C -15.8470 -13.3411 21.6946
46 C -18.1223 -2.6860 16.1783
47 C -21.0511 -12.4263 16.0012
48 C -21.4658 -6.4325 19.1011
49 C -16.3204 -11.6055 14.4974
50 C -19.4066 -0.6646 16.3280
51 C -14.4119 -14.7277 16.0680
52 C -25.4815 -3.5533 21.2130
53 C -23.3175 -9.7593 17.6277
54 C -16.5703 -11.2426 20.8926
55 C -17.9717 -11.7556 20.4901
56 C -22.1920 -6.2514 12.5801
57 C -19.3058 -5.6502 13.0289
58 C -15.4935 -13.9085 15.2820
59 C -15.4541 -12.3327 15.5282
60 C -20.0707 -6.8044 13.7650
61 C -19.0285 -6.7805 20.9756
62 C -15.9399 -10.1970 23.7086
63 C -11.6088 -12.0392 15.6149
64 C -19.1721 -7.9968 13.9188
65 C -21.2519 -12.9610 18.4205
66 C -14.3063 -7.5111 18.5205
67 C -18.7813 -7.6829 18.7408
68 C -22.8413 -11.2100 17.3482
69 C -20.0610 -12.0808 14.8413
70 C -14.7090 -5.6034 19.8896
71 C -22.4971 -5.0086 23.0779
72 C -26.1413 -3.0355 22.5285
73 H -19.3449 -1.8384 19.6919
74 H -15.2590 -13.7840 22.4674
75 H -24.4351 -11.6527 16.0501
76 H -16.7700 -9.6204 23.3556
77 H -13.4369 -8.0800 20.3400
78 H -18.7115 -2.8137 15.2862
79 H -22.5941 -7.4535 10.7731
80 H -19.7105 -8.6959 14.6158
81 H -23.8891 -5.3199 13.4915
82 H -21.8521 -5.4098 22.3330
83 H -14.2689 -12.8711 20.3608
84 H -21.9969 -13.7212 18.4532
85 H -15.5581 -13.6072 19.4570
86 H -15.0970 -6.9117 15.9988
87 H -13.2656 -11.2730 17.8085
88 H -14.6962 -14.6648 20.4888
89 H -26.8667 -3.9508 24.3442
90 H -21.3142 -14.2325 14.7649
91 H -20.5587 -3.9054 13.5954
92 H -24.5370 -1.5937 20.5170
93 H -14.7283 -8.0518 17.6727
94 H -15.5409 -3.5856 19.7724
95 H -25.4369 -2.2553 22.8868
96 H -13.6854 -9.3625 19.1967
97 H -22.4448 -14.2814 16.0840
98 H -16.8236 -1.3890 15.1007
99 H -26.6650 -5.3522 21.1522
100 H -14.9704 -9.7634 23.3761
101 H -18.8362 -6.2193 12.1312
102 H -20.3428 -3.3614 19.7647
103 H -17.7754 -7.6702 19.0976
104 H -21.1235 0.0221 17.4739
105 H -23.9438 -5.2667 20.2732
106 H -16.4292 -10.5119 14.5205
107 H -19.3176 -11.2167 15.0621
108 H -17.2299 -7.8940 20.9233
109 H -20.8394 -1.9870 17.7221
110 H -16.0438 -2.8941 15.5897
111 H -19.4505 0.1522 18.2044
112 H -21.3267 -7.8438 20.7659
113 H -26.1658 -1.7433 20.1114
114 H -18.6631 -5.8229 20.5365
115 H -27.1052 -2.5393 22.3097
116 H -16.3631 -1.5190 16.7113
117 H -16.8566 -13.8478 21.7491
118 H -24.0693 -13.0636 17.1584
119 H -15.3154 -14.1869 14.2263
120 H -17.0370 -12.0047 23.7447
121 H -18.9029 -9.7638 18.4137
122 H -16.4672 -14.2595 15.5375
123 H -22.5188 -11.5586 19.4850
124 H -11.3701 -11.0557 16.0020
125 H -14.6454 -6.3389 20.7481
126 H -24.9341 -5.4616 24.5932
127 H -16.6940 -10.1713 21.1163
128 H -26.7737 -5.0083 22.9596
129 H -15.6681 -12.5661 17.6536
130 H -20.0408 1.2451 16.8708
131 H -18.2829 -8.2233 22.2594
132 H -25.2412 -6.8559 22.2537
133 H -12.9199 -14.1531 14.6306
134 H -20.9163 -6.3174 18.1674
135 H -24.0528 -9.4313 16.8869
136 H -21.2338 -10.8123 18.6179
137 H -15.9913 -10.1465 24.8196
138 H -18.3851 -8.8498 16.9125
139 H -15.8280 -10.8467 17.0466
140 H -13.4285 -10.1735 14.7919
141 H -15.8650 -5.3196 15.5361
142 H -25.9525 -4.8013 19.4815
143 H -19.8727 -6.4614 21.6038
144 H -18.5933 -3.3668 19.2906
145 H -23.8070 -6.8027 21.3679
146 H -19.5254 -12.9219 14.4585
147 H -21.7107 -8.9879 12.4607
148 H -15.6712 -4.5400 17.9055
149 H -15.0088 -8.8109 20.1245
150 H -21.2699 -8.5969 19.1520
151 H -24.8538 -2.7357 19.3209
152 H -15.3588 -12.1997 23.9521
153 H -21.4314 -5.6158 19.7548
154 H -22.3318 -4.3074 11.7990
155 H -23.9325 -7.4876 11.7508
156 H -19.6133 -6.9882 15.8863
157 H -18.0357 -12.5668 19.7815
158 H -14.6204 -14.6697 17.1351
159 H -13.6372 -5.2551 19.7524
160 H -11.5346 -12.1154 14.5295
161 H -15.9637 -11.1741 19.9608
162 H -20.0459 -0.8906 15.4368
163 H -20.6280 -5.5788 15.5035
164 H -21.2580 -5.3582 10.9553
165 H -14.1574 -5.1320 17.4077
166 H -16.7399 -6.4250 16.5463
167 H -18.9811 -6.7874 18.1549
168 H -15.1283 -4.1621 21.2923
169 H -17.2729 -6.6925 22.1982
170 H -13.3498 -7.1160 18.1809
171 H -15.8686 -11.6674 13.5087
172 H -22.4808 -9.0912 17.4495
173 H -20.1067 -8.7460 17.5437
174 H -24.8957 -11.6517 17.6811
175 H -19.7899 -3.7862 11.9511
176 H -18.2144 -7.6982 14.3459
177 H -18.3897 -5.4052 13.5845
178 H -20.6339 -11.7021 14.0129
179 H -10.7637 -12.6940 16.0625
180 H -18.4199 -10.8820 20.0656
181 H -23.6349 -6.0266 10.8482
182 H -21.9749 -10.0134 14.7523
183 H -18.4698 -0.1366 15.9493
184 H -20.6593 -13.1013 19.3449
185 H -27.2059 -3.9768 20.2228
186 H -23.2980 -6.7435 14.4119
187 H -13.8575 -12.7986 18.1140
188 H -23.7040 -7.2502 23.0744
189 H -19.6024 -12.1413 17.5807
190 H -20.2527 -3.5462 17.2937
191 H -19.0152 -8.5257 12.9645
192 H -14.4813 -15.7716 15.6956
193 H -22.3129 -5.4441 24.1034
194 H -24.3278 -3.7550 24.4319
195 H -12.1392 -12.5597 18.0754
196 H -17.3626 -11.9830 14.4909
197 H -17.1529 -12.1101 16.7814
198 H -23.7871 -9.6504 18.5945
199 H -21.2914 -7.2090 15.5961
200 H -22.3534 -3.9535 23.2021
201 H -22.5488 -5.2256 14.5079
202 H -22.6338 -13.0889 14.7679
203 H -22.5258 -6.6846 18.7748
204 H -12.2714 -14.5627 16.3198
205 H -16.6298 -4.7672 20.3357
206 H -18.4264 -12.1280 21.4266
207 H -17.9933 -3.6619 16.7317
208 H -19.8348 -13.8429 17.0477

Its total energy is -3106.3339 a.u. The SMILES is CC1(C)CCCC(C)(C)N1O.CC1(C)CCCC(C)(C)N1O.CC1(C)CCCC(C)(C)N1O.CC1(C)CCCC(C)(C)N1O.CCN(CC)CC.CCN(CC)CC.CCN(CC)CC.CCN(CC)CC. Its strongest force on any atom is 3.36 eV/A.